Record 1
This record from the Open Molecules 2025 dataset describes a molecular structure, C7H10N2O3Sn at a distorted geometry. The level of theory is ωB97M-V with the def2-TZVPD basis set.

Last column: Löwdin charge in e.
Element x y z (Å)
C -0.849 1.048 -1.915  -0.21
C 0.542 0.868 -2.176  -0.21
C 1.289 1.629 -1.228  -0.17
C 0.364 2.291 -0.355  -0.19
C -0.974 1.941 -0.785  -0.22
Sn -0.167 -0.233 0.372  1.27
N -2.045 -0.966 0.339  -0.22
C 0.056 -2.576 -0.003  -0.13
C 1.049 -1.939 -0.764  -0.13
H 2.362 1.767 -1.226  0.10
H 0.958 0.319 -3.009  0.09
H 0.600 3.054 0.381  0.11
H -1.891 2.416 -0.447  0.10
H -1.673 0.704 -2.532  0.10
H 0.929 -1.900 -1.853  0.08
H -0.836 -2.964 -0.491  0.07
H -2.624 -0.907 1.194  -0.08
H 2.079 -1.873 -0.392  0.09
H 0.190 -2.808 1.054  0.08
O -0.052 1.094 4.112  0.12
N 0.092 0.030 3.575  -0.43
O -0.069 -1.108 3.957  0.08
O 0.672 0.112 2.190  -0.30

Output
Multiplicity: 1
Charge: 0
Frontier orbital gap (alpha / beta) (eV): 6.246 / 6.215
Energy above the lowest of the compared OMol25 structures with the same formula, charge and spin (eV): 1.778
Highest occupied orbital energy (alpha / beta) (eV): -8.11 / -8.07

Record 2
This record from the Open Molecules 2025 dataset describes 3 unconnected molecules or ions with the total composition C7H10N2OS at a distorted geometry. The level of theory is ωB97M-V with the def2-TZVPD basis set.

Last column: Löwdin charge in e.
Element x y z (Å)
C 0.930 1.004 4.021  -0.07
C 1.844 0.823 2.996  -0.06
C -0.407 0.723 3.783  -0.06
C 1.387 0.345 1.777  -0.15
C -0.757 0.263 2.525  -0.14
C 0.923 -0.875 -1.559  -0.31
C -1.338 -0.703 -4.986  -0.15
N 0.116 0.064 1.550  -0.01
N -1.977 -0.022 -5.816  0.01
O -1.578 -0.683 -1.162  -0.53
S -0.373 -1.365 -0.699  0.78
H 1.252 1.361 4.988  0.11
H 2.893 1.032 3.151  0.10
H -1.152 0.843 4.554  0.10
H 2.060 0.178 0.945  0.10
H 0.892 -0.112 -2.312  0.03
H 1.863 -1.343 -1.344  0.02
H -1.542 -0.770 -3.915  0.05
H -1.782 0.012 2.279  0.11
H -0.502 -1.288 -5.349  0.05
H -2.751 0.514 -5.425  0.04

Output
Multiplicity: 3
Charge: 0
Frontier orbital gap (alpha / beta) (eV): 7.217 / 7.407
Energy above the lowest of the compared OMol25 structures with the same formula, charge and spin (eV): 0.000
Highest occupied orbital energy (alpha / beta) (eV): -6.44 / -9.62

Record 3
This record from the Open Molecules 2025 dataset describes a gas-phase ion, C7H10N3 (charge +1) at a distorted geometry. The level of theory is ωB97M-V with the def2-TZVPD basis set.

Last column: Löwdin charge in e.
Element x y z (Å)
C -0.252 0.759 -1.851  0.00
C -0.580 1.314 -0.629  -0.07
C 0.562 -1.420 -1.303  0.04
C 0.099 -0.063 1.326  -0.12
C 0.894 -0.342 -2.140  -0.08
C -0.405 -2.658 0.494  -0.06
C 0.095 2.290 1.586  -0.01
N 0.121 -2.331 -0.696  0.14
N -0.184 1.080 0.731  -0.13
N 0.003 -1.253 1.571  0.11
H -0.985 1.157 -2.570  0.11
H -1.327 2.084 -0.710  0.12
H 0.973 -0.595 -3.251  0.16
H 1.805 0.126 -1.785  0.13
H -1.578 -2.671 0.488  0.17
H -0.089 -3.494 0.945  0.06
H -0.863 2.867 1.804  0.11
H 0.540 1.785 2.437  0.07
H 0.909 2.991 1.106  0.13
H 0.262 -1.624 2.447  0.12

Output
Multiplicity: 1
Charge: +1
Frontier orbital gap (alpha / beta) (eV): 7.389 / 7.385
Energy above the lowest of the compared OMol25 structures with the same formula, charge and spin (eV): 6.603
Highest occupied orbital energy (alpha / beta) (eV): -11.43 / -11.43

Record 4
This record from the Open Molecules 2025 dataset describes 2 unconnected molecules or ions with the total composition C7H10N3 at a distorted geometry. The level of theory is ωB97M-V with the def2-TZVPD basis set.

Last column: Löwdin charge in e.
Element x y z (Å)
C -1.619 -3.471 1.603  -0.03
C -2.515 -2.515 2.001  -0.02
C -1.027 -1.544 0.663  -0.05
N -0.719 -2.839 0.782  0.09
N -2.121 -1.343 1.404  0.08
H -1.555 -4.534 1.839  0.14
H -3.388 -2.578 2.652  0.14
H -0.492 -0.798 0.076  0.16
H 0.089 -3.289 0.314  0.20
H -2.594 -0.427 1.504  0.04
C -2.285 1.363 0.903  -0.11
C -3.471 0.969 1.574  -0.13
C -1.269 1.400 1.842  -0.11
C -3.150 0.776 2.907  -0.12
N -1.813 1.042 3.048  0.04
H -2.176 1.596 -0.156  0.12
H -4.461 0.838 1.137  0.13
H -0.212 1.651 1.751  0.13
H -3.759 0.474 3.758  0.14
H -1.295 0.982 3.928  0.17

Output
Multiplicity: 1
Charge: +1
Frontier orbital gap (eV): 10.004
Energy above the lowest of the compared OMol25 structures with the same formula, charge and spin (eV): 0.000
Highest occupied orbital energy (eV): -12.65

Record 5
This record from the Open Molecules 2025 dataset describes a gas-phase ion, C7H10N3O (charge +1) at a distorted geometry. The level of theory is ωB97M-V with the def2-TZVPD basis set.

Last column: Löwdin charge in e.
Element x y z (Å)
C -2.222 1.913 -0.400  0.06
N -0.738 1.559 -0.261  -0.13
N -0.333 0.744 -1.343  0.10
C 0.259 -0.358 -0.862  -0.31
C 0.781 -1.459 -1.633  0.03
C 1.385 -2.488 -0.966  -0.02
C 1.502 -2.410 0.462  -0.05
C 0.943 -1.401 1.146  -0.09
N 0.315 -0.494 0.430  0.09
C -0.356 0.979 1.080  -0.15
O 0.488 1.728 1.849  0.08
H -2.775 1.511 0.478  0.11
H -2.312 2.927 -0.401  0.06
H -2.522 1.467 -1.405  0.14
H -0.332 2.526 -0.229  0.20
H 0.490 -1.555 -2.669  0.12
H 1.835 -3.284 -1.568  0.13
H 2.190 -3.114 1.080  0.16
H 1.320 -1.339 2.111  0.12
H -1.269 0.681 1.730  0.20
H 1.350 1.868 1.370  0.16

Output
SMILES: C[N@@H+]1N=C2C=CC=CN2[C@H]1O
Multiplicity: 1
Charge: +1
Frontier orbital gap (eV): 9.020
Energy above the lowest of the compared OMol25 structures with the same formula, charge and spin (eV): 3.640
Highest occupied orbital energy (eV): -12.26

Record 6
This record from the Open Molecules 2025 dataset describes 2 unconnected molecules or ions with the total composition C7H10N3OS at a distorted geometry. The level of theory is ωB97M-V with the def2-TZVPD basis set.

Last column: Löwdin charge in e.
Element x y z (Å)
C -0.406 -0.046 -0.732  -0.24
C -0.519 -1.496 -0.945  -0.23
C -0.249 2.944 -0.146  -0.01
C 2.810 -2.135 2.512  -0.05
C -1.446 2.285 -0.517  0.10
C 2.216 -0.982 2.454  -0.70
C -1.549 0.851 -0.829  -0.11
N 1.541 -0.837 -0.528  0.05
N 0.850 0.229 -0.409  0.03
N -1.509 -2.364 -1.292  0.20
O 0.756 -1.915 -0.849  0.07
S 1.458 0.439 2.676  0.66
H 0.466 2.126 0.008  0.06
H -0.405 3.712 0.629  0.14
H 3.441 -2.510 3.308  0.08
H 2.827 -2.614 1.563  0.05
H -2.471 2.736 -0.617  0.16
H -1.744 0.886 -1.880  0.17
H -2.488 0.478 -0.397  0.17
H -2.411 -2.007 -1.675  0.15
H -1.388 -3.314 -1.361  0.09
H 0.220 3.533 -0.975  0.17

Output
Multiplicity: 1
Charge: +1
Frontier orbital gap (alpha / beta) (eV): 4.565 / 4.566
Energy above the lowest of the compared OMol25 structures with the same formula, charge and spin (eV): 7.245
Highest occupied orbital energy (alpha / beta) (eV): -11.06 / -11.06

Record 7
This record from the Open Molecules 2025 dataset describes a gas-phase ion, C7H10N3S (charge +1) at a distorted geometry. The level of theory is ωB97M-V with the def2-TZVPD basis set.

Last column: Löwdin charge in e.
Element x y z (Å)
N -2.411 -0.920 -2.077  0.18
C -1.140 -1.660 -1.640  -0.13
C -0.563 -0.758 -0.604  -0.58
C 0.166 0.330 -0.822  -0.05
C 0.589 0.953 0.394  -0.30
N 0.916 2.363 0.598  0.08
N 1.799 2.531 1.421  0.03
C 2.264 1.324 2.015  -0.18
C 1.570 0.184 1.378  -0.20
C 0.153 0.103 1.752  -0.37
S -0.801 -1.239 1.060  1.04
H -2.840 -0.570 -1.245  0.14
H -2.991 -1.460 -2.745  0.17
H -2.391 0.061 -2.681  0.26
H -1.453 -2.653 -1.335  0.13
H -0.454 -1.928 -2.353  0.11
H 0.427 0.827 -1.773  0.15
H 2.209 1.503 3.204  0.20
H 3.224 1.198 1.762  0.08
H 2.105 -0.760 1.201  0.16
H -0.379 0.573 2.490  0.08

Output
SMILES: [NH3+]CC1=C[C@]23N=NC[C@H]2[C@@H]3S1
Multiplicity: 1
Charge: +1
Frontier orbital gap (eV): 8.088
Energy above the lowest of the compared OMol25 structures with the same formula, charge and spin (eV): 3.398
Highest occupied orbital energy (eV): -12.04

Record 8
This record from the Open Molecules 2025 dataset describes C7H10N4O3 in the gas phase at a distorted geometry. The level of theory is ωB97M-V with the def2-TZVPD basis set.

Last column: Löwdin charge in e.
Element x y z (Å)
C -1.405 -1.970 -1.272  -0.16
C -2.861 -0.864 0.432  -0.43
C -0.832 -1.229 1.818  -0.59
C -1.889 -0.767 -0.746  -0.11
C 1.835 -0.738 -0.680  -0.09
C -1.401 2.176 0.059  -0.04
C 1.154 -1.448 0.479  -0.28
N -1.008 -2.984 -1.637  0.23
N -2.244 -1.040 1.616  0.20
N -0.138 -0.895 0.736  0.04
N -1.782 0.378 -1.411  0.08
O -4.049 -0.786 0.257  0.13
O -0.434 -1.559 2.911  0.07
O -2.255 1.565 -0.901  -0.10
H 1.268 -0.888 -1.596  0.05
H 1.918 0.328 -0.482  0.07
H 2.830 -1.147 -0.827  0.07
H -0.469 2.513 -0.401  0.09
H -1.179 1.497 0.885  0.08
H -1.965 3.033 0.418  0.10
H 1.082 -2.524 0.264  0.11
H 1.739 -1.335 1.403  0.12
H -2.820 -1.161 2.442  0.17
H -1.154 0.465 -2.206  0.18

Output
Multiplicity: 1
Charge: 0
Frontier orbital gap (alpha / beta) (eV): 7.685 / 7.679
Energy above the lowest of the compared OMol25 structures with the same formula, charge and spin (eV): 3.694
Highest occupied orbital energy (alpha / beta) (eV): -8.93 / -8.93

Record 9
This record from the Open Molecules 2025 dataset describes 2 unconnected molecules or ions with the total composition C7H10NO at a distorted geometry. The level of theory is ωB97M-V with the def2-TZVPD basis set.

Last column: Löwdin charge in e.
Element x y z (Å)
C -1.297 1.472 0.502  -0.03
C -1.791 0.325 0.989  0.00
C -0.322 1.401 -0.537  -0.08
C 2.749 -0.676 0.181  0.08
C 1.947 0.224 0.507  -0.26
C -1.081 -0.866 0.575  -0.15
C -0.773 -0.965 -0.939  -0.07
N -0.217 0.355 -1.291  0.08
O 1.116 0.933 0.866  0.14
H -1.672 2.454 0.638  0.12
H -2.436 0.465 1.785  0.11
H 0.286 2.311 -0.792  0.19
H 3.539 -0.546 -0.546  0.10
H 2.843 -1.635 0.633  0.10
H -0.146 -0.957 1.124  0.12
H -1.530 -1.741 0.993  0.13
H 0.026 -1.610 -1.147  0.11
H -1.696 -1.284 -1.514  0.16
H 0.456 0.342 -2.028  0.16

Output
Multiplicity: 1
Charge: +1
Frontier orbital gap (eV): 9.321
Energy above the lowest of the compared OMol25 structures with the same formula, charge and spin (eV): 2.351
Highest occupied orbital energy (eV): -13.82

Record 10
This record from the Open Molecules 2025 dataset describes 2 unconnected molecules or ions with the total composition C7H10NO at a distorted geometry. The level of theory is ωB97M-V with the def2-TZVPD basis set.

Last column: Löwdin charge in e.
Element x y z (Å)
C -1.272 -1.764 -0.552  0.06
C -1.669 -0.814 0.432  0.05
C 0.014 -1.571 -1.079  0.01
C -0.942 0.350 0.658  -0.20
C 0.320 0.336 0.075  0.13
C -1.366 1.437 1.565  -0.02
C 2.189 -0.360 -1.230  0.06
N 0.770 -0.510 -0.802  -0.08
O 1.699 1.993 0.396  -0.11
H -1.809 -2.624 -0.668  0.10
H -2.671 -0.995 0.809  0.14
H 0.515 -2.310 -1.656  0.14
H -1.319 0.994 2.645  0.15
H -0.796 2.384 1.713  0.10
H -2.332 1.719 1.457  0.05
H 2.412 -1.418 -1.294  0.10
H 2.233 0.112 -2.236  0.13
H 2.794 0.158 -0.477  0.10
H 1.229 2.885 0.243  0.07

Output
Multiplicity: 1
Charge: +1
Frontier orbital gap (eV): 9.086
Energy above the lowest of the compared OMol25 structures with the same formula, charge and spin (eV): 3.967
Highest occupied orbital energy (eV): -14.70

What is the charge in the tenth record? +1